ORCA calculation (wB97M-V/def2-TZVPD) on the ion C3H8NO with charge -1 at a distorted geometry.

Geometry as XYZ:
```
13
C3H8NO, DFT wB97M-V/def2-TZVPD
C -1.131 0.013 -1.193
N -1.056 0.346 0.221
C 0.034 -0.333 0.930
C 1.462 0.004 0.452
O 1.858 -0.600 -0.682
H -1.745 0.741 -1.723
H -1.655 -0.939 -1.349
H -0.176 -0.115 -1.666
H -1.000 1.347 0.324
H -0.169 -1.402 0.984
H -0.022 0.082 1.954
H 2.107 -0.268 1.345
H 1.493 1.124 0.404
```

Calculated values
HOMO-LUMO gap: 6.621 eV
SMILES string: CNCC[O-]
relative energy (zero: lowest compared OMol25 entry of this formula, charge and spin): 0.663 eV
charge: -1

ORCA calculation (wB97M-V/def2-TZVPD) on the ion C3H8NO with charge -1 at a distorted geometry.

Geometry as XYZ:
```
13
C3H8NO, DFT wB97M-V/def2-TZVPD
C -1.009 -1.340 0.913
C 0.148 -0.468 0.467
N -0.152 0.307 -0.729
C 0.902 1.385 -1.220
O 1.002 2.607 -0.776
H -0.769 -2.018 1.747
H -1.363 -2.007 0.118
H -1.883 -0.798 1.279
H 1.131 -0.954 0.505
H 0.267 0.205 1.347
H -0.766 1.018 -0.315
H 0.669 1.312 -2.302
H 1.822 0.751 -1.036
```

Calculated values
HOMO-LUMO gap: 6.548 eV
SMILES string: CCNC[O-]
relative energy (zero: lowest compared OMol25 entry of this formula, charge and spin): 0.813 eV
charge: -1

ORCA calculation (wB97M-V/def2-TZVPD) on a structure of composition C3H8NO at a distorted geometry.

Geometry as XYZ:
```
13
C3H8NO, DFT wB97M-V/def2-TZVPD
C 0.022 -1.987 1.806
O -0.595 -0.773 1.654
H 0.137 -2.246 2.870
H -0.385 -2.899 1.325
H 1.073 -1.962 1.427
C 0.189 2.261 -1.750
C -0.478 1.267 -1.122
N 0.081 0.172 -0.554
H 1.259 2.374 -1.628
H -0.291 3.039 -2.322
H -1.566 1.367 -1.119
H 0.782 -0.277 -1.120
H -0.228 -0.336 0.532
```

Calculated values
HOMO-LUMO gap: 7.592 eV
relative energy (zero: lowest compared OMol25 entry of this formula, charge and spin): 0.841 eV
charge: -1

ORCA calculation (wB97M-V/def2-TZVPD) on a cluster of 2 separate species, C3H8NO in total at a distorted geometry.

Geometry as XYZ:
```
13
C3H8NO, DFT wB97M-V/def2-TZVPD
C 0.050 -1.722 2.232
O 0.042 -1.234 0.938
H 0.487 -2.751 2.276
H 0.636 -1.055 2.882
H -1.018 -1.879 2.588
C 0.612 1.890 -1.456
C -0.915 0.120 -1.335
N -0.750 1.351 -1.568
H 1.327 1.229 -1.948
H 1.043 1.991 -0.456
H 0.618 2.960 -1.843
H -1.927 -0.256 -1.201
H -0.205 -0.644 -1.110
```

Calculated values
HOMO-LUMO gap: 6.442 eV
relative energy (zero: lowest compared OMol25 entry of this formula, charge and spin): 1.658 eV
charge: -1

ORCA calculation (wB97M-V/def2-TZVPD) on a cluster of 2 separate species, C3H8NO in total at a distorted geometry.

Geometry as XYZ:
```
13
C3H8NO, DFT wB97M-V/def2-TZVPD
C 0.068 -2.043 1.624
O -0.718 -0.892 1.668
H 0.266 -2.356 2.668
H -0.396 -2.910 1.137
H 1.076 -1.777 1.280
C 0.748 2.226 -1.647
C -0.051 1.167 -1.505
N 0.008 0.160 -0.560
H 1.431 2.539 -0.869
H 0.634 2.854 -2.512
H -0.810 1.000 -2.293
H 0.240 -0.685 -1.077
H -0.534 -0.412 0.782
```

Calculated values
HOMO-LUMO gap: 6.704 eV
relative energy (zero: lowest compared OMol25 entry of this formula, charge and spin): 1.093 eV
charge: -1

ORCA calculation (wB97M-V/def2-TZVPD) on the ion C3H8NO with charge -1 at a distorted geometry.

Geometry as XYZ:
```
13
C3H8NO, DFT wB97M-V/def2-TZVPD
C 0.482 -1.327 -0.486
C 0.242 -0.080 0.337
N -0.809 -0.169 1.382
C 0.033 1.193 -0.475
O -0.371 2.300 0.207
H -0.158 -1.284 -1.374
H 0.235 -2.166 0.179
H 1.512 -1.327 -0.823
H 1.174 0.002 0.914
H -1.701 -0.219 0.884
H -0.827 0.831 1.638
H -0.741 0.924 -1.244
H 0.928 1.322 -1.141
```

Calculated values
HOMO-LUMO gap: 6.827 eV
SMILES string: C[C@H](N)C[O-]
relative energy (zero: lowest compared OMol25 entry of this formula, charge and spin): 0.181 eV
charge: -1

ORCA calculation (wB97M-V/def2-TZVPD) on a cluster of 2 separate species, C3H8NO in total.

Geometry as XYZ:
```
13
C3H8NO, DFT wB97M-V/def2-TZVPD
C -1.558 -0.838 1.333
O -2.101 -0.134 0.248
H -0.520 -1.140 1.148
H -1.515 -0.235 2.240
H -2.194 -1.713 1.524
C 2.300 0.159 0.154
C 1.547 0.517 -0.925
N 0.214 0.633 -0.998
H 1.858 0.060 1.139
H 3.374 0.060 0.092
H 2.107 0.696 -1.853
H -0.039 0.976 -1.919
H -1.321 0.328 -0.192
```

Calculated values
HOMO-LUMO gap: 6.393 eV
relative energy (zero: lowest compared OMol25 entry of this formula, charge and spin): 0.381 eV
charge: -1

ORCA calculation (wB97M-V/def2-TZVPD) on the ion C3H8NO with charge +1 at a distorted geometry.

Geometry as XYZ:
```
13
C3H8NO, DFT wB97M-V/def2-TZVPD
C -0.448 -0.950 0.951
C 0.097 0.279 0.293
N 1.074 -0.046 -0.855
C -0.905 1.236 -0.293
O -1.323 1.167 -1.414
H -0.419 -1.846 0.319
H -1.526 -0.906 1.135
H -0.010 -1.244 1.901
H 0.751 0.735 1.038
H 2.008 0.350 -0.760
H 0.721 0.224 -1.777
H 1.240 -1.051 -0.904
H -1.259 2.053 0.367
```

Calculated values
HOMO-LUMO gap: 11.277 eV
SMILES string: C[C@@H]([NH3+])C=O
relative energy (zero: lowest compared OMol25 entry of this formula, charge and spin): 0.417 eV
charge: +1

ORCA calculation (wB97M-V/def2-TZVPD) on the ion C3H8NO with charge +1 at a distorted geometry.

Geometry as XYZ:
```
13
C3H8NO, DFT wB97M-V/def2-TZVPD
C 0.793 -0.240 1.137
C -0.385 0.038 0.207
N -0.037 1.114 -0.853
C -0.698 -1.224 -0.578
O -0.355 -1.334 -1.721
H 1.655 -0.658 0.620
H 0.441 -0.913 1.918
H 1.071 0.670 1.674
H -1.179 0.467 0.814
H -0.329 0.742 -1.753
H 0.927 1.392 -0.702
H -0.630 1.923 -0.664
H -1.276 -1.976 -0.099
```

Calculated values
HOMO-LUMO gap: 11.546 eV
SMILES string: C[C@@H]([NH3+])C=O
relative energy (zero: lowest compared OMol25 entry of this formula, charge and spin): 0.200 eV
charge: +1

ORCA calculation (wB97M-V/def2-TZVPD) on a cluster of 2 separate species, C3H8NO in total at a distorted geometry.

Geometry as XYZ:
```
13
C3H8NO, DFT wB97M-V/def2-TZVPD
C 1.264 0.426 -0.172
C 1.880 1.409 0.477
C -0.367 -0.566 1.446
N 0.027 -0.172 0.289
H 1.531 0.014 -1.134
H 1.392 2.178 1.073
H 2.951 1.423 0.300
H -1.100 -1.368 1.461
H -0.065 0.088 2.277
H -0.609 -0.271 -0.515
H -2.595 -0.648 -1.265
H -2.412 -1.349 -2.515
O -1.897 -1.165 -1.723
```

Calculated values
HOMO-LUMO gap: 9.101 eV
relative energy (zero: lowest compared OMol25 entry of this formula, charge and spin): 2.140 eV
charge: +1

ORCA calculation (wB97M-V/def2-TZVPD) on a cluster of 2 separate species, C3H8NO in total at a distorted geometry.

Geometry as XYZ:
```
13
C3H8NO, DFT wB97M-V/def2-TZVPD
C -0.136 -1.083 -2.329
N -1.416 -1.333 -2.259
H 0.122 -0.069 -2.622
H 0.432 -2.006 -2.366
H -2.016 -0.644 -2.696
H -1.571 -2.304 -2.013
C 1.714 1.090 1.243
C 0.392 1.025 1.249
O -0.376 0.490 2.283
H 2.347 1.309 0.397
H 2.214 0.514 2.038
H -0.137 1.709 0.584
H 0.147 0.801 3.021
```

Calculated values
HOMO-LUMO gap: 6.220 eV
relative energy (zero: lowest compared OMol25 entry of this formula, charge and spin): 2.632 eV
charge: +1

ORCA calculation (wB97M-V/def2-TZVPD) on the molecule C3H8NO2 at a distorted geometry.

Geometry as XYZ:
```
14
C3H8NO2, DFT wB97M-V/def2-TZVPD
C 0.273 0.364 -0.301
C 1.104 -0.700 -1.011
O 1.391 -0.398 -2.399
N -0.120 -0.201 0.979
C -1.159 0.575 1.682
O -2.405 0.292 1.291
H 0.764 1.297 -0.026
H -0.541 0.563 -1.026
H 0.513 -1.617 -0.990
H 2.108 -0.835 -0.618
H 0.523 -0.240 -2.801
H -0.538 -1.131 0.927
H -0.917 1.634 1.546
H -0.995 0.396 2.748
```

Calculated values
<S²>: 0.754
HOMO-LUMO gap (spin up / spin down): 10.528 / 7.657 eV
multiplicity: 2
relative energy (zero: lowest compared OMol25 entry of this formula, charge and spin): 0.797 eV

> Which of these has the highest relative energy (zero: lowest compared OMol25 entry of this formula, charge and spin)?

number 11

> relative energy (zero: lowest compared OMol25 entry of this formula, charge and spin) of number 6 (C3H8NO)?

0.181 eV

> The highest relative energy (zero: lowest compared OMol25 entry of this formula, charge and spin) belongs to which entry?

number 11